Molecular formula: CHClFI
Method: DFT, ωB97M-V with the def2-TZVPD basis set

XYZ file:
```
5
Properties=species:S:1:pos:R:3:forces:R:3:lowdin_charge:R:1
C 0.374 0.813 -0.565 -0.71 0.27 -0.03 -0.635
F -0.246 0.068 -1.420 0.48 0.35 -1.65 -0.267
Cl -0.225 -1.115 0.791 4.53 -2.79 1.98 0.201
I -1.294 2.010 0.213 0.10 0.46 0.19 0.561
H 1.391 -1.776 0.981 -4.40 1.71 -0.49 0.141
```
Positions in Å, forces in eV/Å.

Summary:
frontier orbital gap: 7.7 eV
lowest unoccupied orbital energy: -1.703 eV
energy above the lowest of the compared OMol25 structures with the same formula, charge and spin: 111.6 kcal per mole
HOMO level: -9.41 eV
charge: 0



Molecular formula: C18H27BaBrNO4P2
Method: DFT, ωB97M-V with the def2-TZVPD basis set

XYZ file:
```
54
Properties=species:S:1:pos:R:3:forces:R:3:lowdin_charge:R:1
Ba 0.253 1.329 0.433 0.38 -0.83 0.86 1.809
P 2.486 -0.829 0.291 -0.22 0.06 0.00 0.751
C 2.342 -0.725 -1.543 0.19 0.96 -0.99 -0.340
C 1.051 -1.268 -2.148 0.19 0.04 -0.04 -0.333
N -0.112 -0.764 -1.676 -0.15 -0.28 -0.13 0.044
C -1.268 -1.217 -2.204 0.09 -0.13 -0.19 -0.320
C -1.298 -2.159 -3.237 0.17 0.15 0.04 -0.020
C -0.103 -2.660 -3.744 -0.04 0.22 0.29 -0.030
C 1.090 -2.211 -3.184 0.03 0.19 0.40 -0.014
C -2.603 -0.722 -1.669 0.07 -0.15 0.06 -0.309
P -2.560 0.879 -0.761 -0.55 -0.30 -0.46 0.739
H 2.060 -2.575 -3.521 -0.30 0.06 0.00 0.119
H -2.265 -2.468 -3.628 0.27 -0.02 0.02 0.121
H -0.102 -3.383 -4.554 0.00 0.10 0.13 0.119
H -3.311 -0.621 -2.508 0.14 -0.20 0.30 0.099
H -3.015 -1.469 -0.965 0.18 0.21 -0.32 0.104
H 2.392 0.408 -1.797 0.22 -2.21 0.39 0.070
H 3.214 -1.252 -1.958 -0.29 0.28 -0.29 0.090
H 1.197 3.146 -1.514 1.32 -1.72 -0.73 0.022
O 1.727 2.285 -1.706 -0.81 2.18 -0.37 -0.248
H 2.073 2.387 -2.613 -0.16 -0.05 0.64 0.079
H -0.135 4.070 0.262 0.17 0.25 -1.42 0.086
O -0.075 3.869 -0.715 -1.27 1.11 1.70 -0.175
H -0.825 4.377 -1.089 0.60 -0.36 0.07 0.099
C -2.762 2.014 -2.187 -0.02 0.26 -0.14 -0.285
H -3.711 1.788 -2.693 0.26 0.15 0.00 0.051
H -2.785 3.057 -1.838 -0.07 -0.27 -0.17 0.033
H -1.933 1.897 -2.901 -0.20 0.04 0.21 0.051
C -4.244 0.899 -0.061 -0.11 0.20 0.30 -0.271
H -4.282 1.711 0.678 -0.17 -0.26 -0.18 0.048
H -5.006 1.071 -0.833 0.17 -0.13 0.21 0.053
H -4.443 -0.049 0.459 0.05 0.32 -0.11 0.053
C 2.266 -2.600 0.658 -0.11 -0.18 0.37 -0.251
H 3.231 -3.120 0.594 -0.35 -0.02 -0.04 0.045
H 1.886 -2.657 1.690 0.15 -0.16 -0.34 0.047
H 1.535 -3.071 -0.010 0.15 0.12 0.16 0.045
C 4.279 -0.635 0.568 0.14 0.13 0.13 -0.271
H 4.409 -0.357 1.625 0.12 -0.13 -0.35 0.050
H 4.796 -1.585 0.375 0.03 0.35 -0.03 0.046
H 4.694 0.166 -0.058 -0.08 -0.22 0.19 0.049
Br 0.535 3.586 4.541 -0.05 0.20 0.18 0.790
C 0.050 2.027 5.501 -0.48 -1.09 0.50 -0.594
C -0.007 2.047 6.899 0.07 -0.16 -0.24 -0.112
C -0.202 0.852 7.606 -0.01 0.03 -0.50 -0.069
C -0.301 -0.362 6.916 0.02 0.11 -0.03 -0.070
C -0.275 -0.380 5.521 -0.11 0.39 0.16 -0.017
C -0.177 0.821 4.812 0.38 0.44 0.28 -0.186
C -0.208 0.809 3.316 0.56 -0.41 -0.54 -0.732
O 0.634 0.042 2.732 -1.09 0.80 0.16 -0.237
O -1.021 1.573 2.706 0.47 -0.52 0.06 -0.268
H 0.109 2.990 7.426 0.06 -0.17 -0.06 0.102
H -0.261 0.875 8.694 0.05 0.00 -0.31 0.109
H -0.398 -1.303 7.458 0.02 0.31 -0.08 0.108
H -0.330 -1.315 4.958 -0.06 0.31 0.22 0.123
```
Positions in Å, forces in eV/Å.

Summary:
frontier orbital gap: 7.8 eV
lowest unoccupied orbital energy: -2.984 eV
energy above the lowest of the compared OMol25 structures with the same formula, charge and spin: 0.0 kcal per mole
HOMO level: -10.79 eV
charge: +1



Molecular formula: C6H7N
Method: DFT, ωB97M-V with the def2-TZVPD basis set

XYZ file:
```
14
Properties=species:S:1:pos:R:3:forces:R:3:lowdin_charge:R:1
C 1.286 1.354 1.762 -0.02 -0.09 -0.25 -0.003
C 0.281 1.317 0.889 0.02 0.36 0.51 -0.153
C -0.186 0.190 0.097 0.25 -0.09 -0.71 -0.257
C -0.963 0.319 -1.095 -0.36 -0.13 0.08 -0.058
C -1.053 -0.914 -1.679 0.11 0.10 -0.08 -0.128
N -0.359 -1.795 -0.892 0.27 -0.14 0.08 0.011
C 0.187 -1.136 0.166 -0.21 0.54 0.57 -0.080
H 1.540 2.286 2.246 0.02 -0.04 0.10 0.045
H 1.913 0.496 1.970 -0.04 -0.03 0.04 0.051
H -0.236 2.260 0.727 -0.13 -0.13 -0.11 0.099
H -1.470 1.203 -1.453 0.20 0.04 0.01 0.102
H -1.515 -1.211 -2.606 -0.02 -0.10 0.10 0.106
H -0.132 -2.748 -1.108 -0.23 -0.04 -0.11 0.145
H 0.709 -1.620 0.974 0.14 -0.24 -0.23 0.118
```
Positions in Å, forces in eV/Å.

Summary:
frontier orbital gap: 9.0 eV
lowest unoccupied orbital energy: 0.987 eV
energy above the lowest of the compared OMol25 structures with the same formula, charge and spin: 21.0 kcal per mole
SMILES string: C=Cc1cc[nH]c1
HOMO level: -7.99 eV
charge: 0



Molecular formula: C9H17N5S6SbTb
Method: DFT, ωB97M-V with the def2-TZVPD basis set

XYZ file:
```
39
Properties=species:S:1:pos:R:3:forces:R:3:lowdin_spin:R:1
Tb -1.865 0.318 -1.932 -0.31 -0.65 0.26 6.144
S -4.477 -2.645 0.143 0.23 -0.10 0.42 -0.001
Sb -4.358 -1.816 -1.933 -0.17 -0.25 0.06 0.000
S -2.071 -2.112 -2.869 0.01 1.26 0.44 -0.042
S -4.279 0.653 -1.439 0.58 -0.13 -0.36 -0.049
S -5.827 -2.445 -3.472 -0.10 0.20 -0.32 -0.004
S -0.487 2.944 -2.265 0.55 -0.25 -0.24 -0.019
C 1.198 2.670 -2.254 -0.80 -0.18 -0.07 -0.004
N 1.891 1.924 -3.098 -0.29 0.00 0.26 -0.001
C 3.310 1.731 -2.807 0.42 -0.22 -1.12 0.000
C 3.583 2.274 -1.436 -0.01 0.14 1.29 0.000
S 2.196 3.358 -1.046 -0.22 0.54 0.51 -0.002
H 1.446 1.540 -3.923 0.09 -0.01 0.14 0.000
H 3.919 2.267 -3.547 -0.17 -0.24 -0.01 0.000
H 3.510 0.661 -2.860 0.25 0.09 -0.08 0.000
H 4.498 2.847 -1.305 0.08 -0.05 -0.45 0.000
H 3.596 1.516 -0.652 -0.03 -0.20 -0.18 0.000
C -1.629 0.285 1.589 -0.26 -0.23 -0.52 0.000
N -0.895 -0.272 0.372 -0.54 0.19 -0.10 -0.024
C -0.941 -1.789 0.530 0.31 0.61 -0.22 0.001
N -0.296 -2.204 1.749 -0.29 -0.30 0.38 0.000
C -1.024 -1.627 2.872 -0.35 0.72 -0.11 0.000
N -1.008 -0.156 2.807 0.72 0.26 0.24 0.000
C 0.394 0.305 2.798 -0.36 -0.96 -0.14 0.000
N 1.157 -0.261 1.682 -0.05 -0.20 0.00 0.000
C 0.502 0.193 0.466 0.78 -0.10 -0.39 -0.001
C 1.067 -1.734 1.773 0.89 0.15 -0.61 0.000
H -2.679 -0.058 1.544 0.45 0.18 -0.11 0.000
H -1.570 1.374 1.546 -0.18 0.02 -0.11 0.000
H -0.425 -2.193 -0.338 -0.12 -0.29 -0.01 0.001
H -1.997 -2.066 0.548 0.06 -0.19 -0.23 0.000
H -0.590 -1.926 3.804 0.48 -0.25 0.53 0.000
H -2.070 -1.916 2.903 -0.08 -0.36 -0.38 0.000
H 0.877 0.043 3.719 0.18 -0.33 0.55 0.000
H 0.441 1.359 2.705 -0.20 1.21 -0.03 0.000
H 1.120 -0.109 -0.420 -0.62 -0.24 0.46 0.000
H 0.539 1.287 0.466 -0.28 0.05 0.03 0.000
H 1.621 -2.060 2.656 -0.38 0.04 0.21 0.000
H 1.623 -2.159 0.925 -0.27 0.07 0.01 0.000
```
Positions in Å, forces in eV/Å.

Summary:
frontier orbital gap (spin up / spin down): 5.8 / 5.8 eV
⟨S²⟩: 12.7050
lowest unoccupied orbital energy (spin up / spin down): -1.396 / -1.361 eV
HOMO level (spin up / spin down): -7.19 / -7.19 eV
spin multiplicity: 7
charge: 0



Molecular formula: C32H34CoN6OS3
Method: DFT, ωB97M-V with the def2-TZVPD basis set

XYZ file:
```
77
Properties=species:S:1:pos:R:3:forces:R:3:lowdin_spin:R:1
Co -0.840 -0.925 1.049 -0.44 0.03 -0.09 2.714
S -1.031 -1.924 3.656 -0.27 -0.16 -0.01 0.037
C 0.518 -1.242 3.507 -0.16 -0.19 -0.04 0.008
C 1.355 -0.919 4.599 0.26 0.17 -0.05 0.002
C 2.576 -0.336 4.364 -0.13 -0.08 -0.04 0.003
C 2.992 -0.111 3.047 0.10 -0.04 -0.04 0.001
C 2.139 -0.477 2.028 0.22 -0.02 0.01 0.006
N 0.934 -1.008 2.237 0.04 0.30 0.29 0.027
H 1.000 -1.115 5.600 -0.03 0.00 0.00 0.001
H 3.220 -0.053 5.190 -0.02 -0.02 0.03 0.000
H 3.951 0.339 2.828 0.00 -0.02 -0.04 0.000
H 2.428 -0.358 0.989 -0.09 0.09 0.03 0.000
S -1.961 -1.206 -2.909 0.46 0.19 0.15 0.005
C -2.750 -2.103 -1.700 -0.15 0.08 -0.24 0.010
S -2.066 -2.547 -0.153 -0.04 -0.47 0.22 0.044
C -4.044 -2.591 -1.958 0.24 -0.02 0.28 0.007
C -4.716 -2.347 -3.178 -0.09 0.12 -0.32 0.001
N -5.310 -2.164 -4.154 -0.03 -0.06 0.02 0.004
C -4.763 -3.383 -1.028 -0.19 -0.18 0.20 0.002
N -5.397 -4.046 -0.325 -0.04 0.01 -0.03 0.002
C 2.149 -1.216 -4.866 -0.23 0.00 -0.10 0.000
N 2.335 -0.655 -3.527 0.12 -0.10 0.15 0.000
N 1.795 -1.442 -2.494 -0.83 0.49 -0.11 0.002
C 0.957 -0.689 -1.673 1.22 0.21 0.54 0.004
O 0.640 -1.050 -0.538 -0.06 0.02 -0.79 0.029
C 1.003 0.649 -2.248 -0.55 -0.09 -0.14 0.000
C 1.793 0.622 -3.326 0.10 -0.07 0.14 0.000
C 2.168 1.740 -4.237 -0.08 -0.09 -0.03 0.000
C 2.142 -2.782 -2.345 0.38 -0.58 0.07 0.000
C 1.232 -3.687 -1.799 -0.15 0.18 -0.01 0.000
C 1.571 -5.025 -1.709 0.09 -0.10 -0.03 0.000
C 2.807 -5.482 -2.150 0.01 0.02 0.05 0.000
C 3.726 -4.574 -2.654 0.04 -0.04 -0.03 0.000
C 3.403 -3.229 -2.750 -0.09 0.16 0.06 0.000
H 2.485 -2.249 -4.870 0.06 0.03 -0.03 0.000
H 2.758 -0.643 -5.564 -0.02 -0.01 0.01 0.000
H 1.097 -1.191 -5.174 0.02 0.00 0.05 0.000
H 0.459 1.489 -1.850 0.05 0.01 0.06 0.000
H 1.869 2.681 -3.778 -0.01 0.01 -0.04 0.000
H 1.663 1.654 -5.202 0.02 0.01 -0.01 0.000
H 3.245 1.757 -4.408 0.00 0.00 -0.01 0.000
H 0.267 -3.343 -1.448 -0.12 0.06 -0.03 0.000
H 0.849 -5.720 -1.300 -0.02 0.04 0.02 0.000
H 3.056 -6.535 -2.093 0.00 0.01 0.03 0.000
H 4.707 -4.908 -2.971 -0.02 0.00 -0.02 0.000
H 4.125 -2.513 -3.123 -0.01 0.00 -0.02 0.000
C 2.601 2.713 0.285 -0.09 -0.04 0.11 0.000
C 1.226 2.917 0.871 -0.04 0.03 -0.05 0.000
C 0.882 4.145 1.446 0.03 0.11 0.05 0.006
C -0.371 4.286 2.022 0.01 -0.04 -0.02 0.001
C -0.790 5.596 2.645 0.06 -0.07 -0.02 0.000
C -1.270 3.226 2.045 0.03 0.09 0.06 0.006
C -0.974 1.960 1.474 0.01 0.07 0.01 0.009
C 0.317 1.885 0.871 -0.05 -0.04 0.04 0.006
N -1.763 0.852 1.452 0.21 -0.10 -0.05 0.051
C -3.146 0.951 1.967 -0.17 0.07 0.04 0.005
C -3.968 2.018 1.213 0.04 0.01 -0.01 0.002
C -3.886 -0.364 1.714 0.17 0.09 -0.01 0.001
C -3.180 1.181 3.493 0.11 0.05 -0.08 0.001
H 2.969 3.624 -0.193 0.01 0.00 -0.02 0.000
H 2.596 1.906 -0.450 0.05 0.01 -0.02 0.000
H 3.305 2.439 1.076 0.05 0.01 -0.03 0.000
H 1.589 4.970 1.459 0.00 0.00 -0.04 0.001
H 0.003 6.341 2.567 0.00 0.01 0.02 0.000
H -1.033 5.459 3.702 -0.01 0.05 0.01 0.000
H -1.681 5.994 2.153 -0.01 0.01 0.01 0.000
H -2.206 3.410 2.548 0.04 -0.04 -0.07 0.000
H 0.589 0.946 0.411 0.05 0.13 -0.02 0.001
H -3.943 1.798 0.144 0.02 -0.01 0.00 0.000
H -3.619 3.037 1.356 -0.05 -0.01 -0.05 0.000
H -5.008 1.967 1.547 -0.02 -0.01 -0.01 0.000
H -4.038 -0.523 0.647 0.03 -0.11 -0.03 0.000
H -4.861 -0.351 2.207 -0.01 0.09 0.00 0.000
H -3.319 -1.199 2.116 -0.03 -0.13 -0.01 0.000
H -2.512 1.980 3.812 -0.05 -0.04 0.05 0.000
H -2.856 0.269 3.992 0.02 -0.04 0.03 0.000
H -4.196 1.424 3.818 -0.01 -0.02 0.00 0.000
```
Positions in Å, forces in eV/Å.

Summary:
frontier orbital gap (spin up / spin down): 5.7 / 5.6 eV
⟨S²⟩: 3.7592
lowest unoccupied orbital energy (spin up / spin down): 3.977 / 3.977 eV
energy above the lowest of the compared OMol25 structures with the same formula, charge and spin: 12.9 kcal per mole
HOMO level (spin up / spin down): -1.69 / -1.67 eV
spin multiplicity: 4
charge: -2



Ordered E_tot results: -896.2616; -4339.9547; -287.5538; -4080.8305; -4220.9918; unit Eh.